# 1
Density functional theory data (ωB97M-V/def2-TZVPD) for a cluster of 3 separate species, H3O4PSi in total at a distorted geometry.

Geometry (Å):
O 2.0004 -2.8718 0.9503
O -2.5499 1.3982 -5.9938
O -2.0270 3.7545 -5.2464
O 1.2869 -0.3523 5.8784
Si 1.2409 -1.5874 1.2034
P -2.6504 2.4443 -4.9284
H 0.6771 -0.9501 5.3429
H 0.2892 -1.3630 2.2842
H 1.7327 -0.4724 0.5093

Values from the calculation:
* net charge: -2
* energy: -933.62072 hartree
* frontier orbital gap: 0.182 Eh


# 2
Density functional theory data (ωB97M-V/def2-TZVPD) for the ion H3O5 with charge +1 at a distorted geometry.

Geometry (Å):
O -1.2514 -0.7855 -1.2245
O -0.2522 1.1438 0.1896
O 1.0673 -0.3557 1.4395
O -0.4450 -1.1766 -0.2721
O 0.5955 -0.1454 0.1798
H -0.9411 -1.2531 -2.0096
H 0.3543 1.9177 0.1424
H 0.4895 -0.0068 2.1517

Values from the calculation:
* net charge: +1
* energy: -377.26164 hartree
* frontier orbital gap: 0.389 Eh